1.
ORCA calculation (ωB97M-V/def2-TZVPD) on 2 unconnected molecules or ions with the total composition C4H7NO2.

Results
Kohn-Sham gap = 10.70 eV
HOMO energy = -10.0 eV

```
! wB97M-V def2-TZVPD RIJCOSX def2/J DEFGRID3
* xyz 0 1
C 0.67135 -1.27741 2.83349
C -1.08908 0.23187 0.13212
O 0.16418 0.63470 0.02964
C 0.54193 0.95851 -1.32142
C -0.71858 0.67749 -2.07479
N -0.94413 0.78396 -3.30113
O -1.62932 0.25427 -1.10414
H 0.49325 -1.79560 3.77853
H 1.30000 -0.40214 3.01519
H 1.17455 -1.95523 2.14022
H -0.27395 -0.95693 2.38830
H 1.37222 0.31840 -1.62400
H 0.84083 2.00722 -1.36517
H -1.90324 0.52089 -3.52685
*
```

2.
ORCA calculation (ωB97M-V/def2-TZVPD) on a molecular structure, C34H28AsNO7RuS in a non-equilibrium geometry.

Results
Kohn-Sham gap (spin up / spin down) = 6.12 / 6.27 eV
HOMO energy (spin up / spin down) = -14.1 / -14.2 eV

```
! wB97M-V def2-TZVPD RIJCOSX def2/J DEFGRID3
* xyz 2 1
Ru 0.06184 -1.01461 0.61345
C -3.45135 -6.47468 -1.14756
O -3.65111 -6.26294 0.25435
C -3.01234 -5.27497 0.85949
C -3.24068 -5.14875 2.24063
C -2.63332 -4.15559 2.93522
C -1.77776 -3.21084 2.30073
C -1.25473 -2.10939 3.03020
C -1.33966 -2.03786 4.51899
O -0.73835 -1.10552 2.45147
C -1.53925 -3.38005 0.92822
O -0.61715 -2.65679 0.20263
C -2.14245 -4.38951 0.20858
H -4.05154 -7.34202 -1.39858
H -2.40144 -6.68126 -1.35738
H -3.79505 -5.60978 -1.71606
H -3.90360 -5.85444 2.71979
H -2.83189 -4.06552 3.99347
H -1.13263 -3.00375 4.97247
H -2.34642 -1.73294 4.81393
H -0.63831 -1.29223 4.88387
H -1.90326 -4.47822 -0.84055
O -0.84332 0.53923 0.09088
As -0.53608 2.20594 -0.25227
C -0.94352 2.50193 -2.07833
C -0.94770 3.82016 -2.52663
C -1.24449 4.07105 -3.85679
C -1.54627 3.01760 -4.70973
C -1.55618 1.70899 -4.24471
C -1.24756 1.44164 -2.92100
C 1.26425 2.39833 0.32579
C 2.08902 3.35656 -0.24516
C 3.41329 3.43166 0.16196
C 3.90204 2.55478 1.12068
C 3.06875 1.60356 1.69661
C 1.74288 1.53108 1.30085
C -1.70309 3.23304 0.82715
C -3.04711 3.30938 0.46572
C -3.91633 4.03472 1.26107
C -3.44104 4.68014 2.39743
C -2.09995 4.60396 2.74849
C -1.22126 3.87209 1.96553
H -0.75001 4.64653 -1.85258
H -1.24908 5.08794 -4.22390
H -1.78344 3.22000 -5.74534
H -1.79640 0.89519 -4.91455
H -1.24241 0.42217 -2.55632
H 1.72360 4.02239 -1.01678
H 4.06745 4.17007 -0.28082
H 4.93592 2.62009 1.43081
H 3.44288 0.93999 2.46479
H 1.07582 0.83980 1.82740
H -3.40934 2.82130 -0.43190
H -4.96064 4.10762 0.99136
H -4.12309 5.25295 3.01113
H -1.73744 5.11772 3.62794
H -0.17331 3.81298 2.23512
O 1.88797 -1.71900 1.00751
C 2.31488 -1.47957 -0.20005
N 1.34902 -1.11294 -1.00886
S 1.96834 -0.40202 -2.40796
O 1.44351 -1.05556 -3.55349
O 1.83005 1.01558 -2.25726
C 3.62813 -0.90892 -2.01040
C 4.75773 -0.77679 -2.78163
C 5.95983 -1.20988 -2.21970
C 6.01281 -1.74909 -0.93896
C 4.86275 -1.88161 -0.16936
C 3.67009 -1.45709 -0.72792
H 4.72154 -0.35686 -3.77722
H 6.87110 -1.12445 -2.79587
H 6.96276 -2.07756 -0.54110
H 4.89316 -2.31512 0.82094
*
```

3.
ORCA calculation (ωB97M-V/def2-TZVPD) on C7H12BrN3O in the gas phase in a non-equilibrium geometry.

Results
Kohn-Sham gap = 8.79 eV
HOMO energy = -9.2 eV
SMILES = C=C(/N=N/C)O/N=C/[C@@H](Br)CC

```
! wB97M-V def2-TZVPD RIJCOSX def2/J DEFGRID3
* xyz 0 1
C -1.16781 -3.56033 -1.15612
C -1.14192 -2.60707 -0.15152
N -2.12166 -1.75807 -0.04065
N -1.94949 -0.79741 0.78559
C -2.85268 0.20550 0.88017
O 0.10442 -2.43229 0.61652
N 0.79642 -1.30280 0.26488
C 1.74574 -0.96145 1.05489
C 2.64108 0.08397 0.57981
Br 4.32576 -0.82366 -0.07635
C 2.16297 1.05011 -0.60183
C 1.04740 2.01989 -0.23804
H -0.39091 -4.29379 -1.36974
H -2.17929 -3.59608 -1.69296
H -2.24176 1.03102 0.65591
H -3.24167 0.46748 1.83398
H -3.72768 0.34783 0.25360
H 2.04690 -1.45729 2.04307
H 2.85897 0.75657 1.44532
H 1.66774 0.43584 -1.33826
H 3.12022 1.50105 -0.98937
H 0.03669 1.69733 -0.45026
H 1.23093 2.94876 -0.70130
H 1.05465 2.21307 0.85760
*
```